[1]
{
  "formula": "C10H15NO5P",
  "method": "wB97M-V/def2-TZVPD",
  "spin_multiplicity": 1,
  "e_lumo_ev": -3.712,
  "total_charge": 1,
  "e_homo_ev": -12.41,
  "symbols": ["O", "P", "O", "N", "C", "C", "O", "C", "C", "H", "H", "H", "H", "H", "H", "H", "H", "H", "H", "H", "C", "C", "C", "O", "C", "C", "C", "O", "H", "H", "H", "H"],
  "xyz": [[-4.00, -2.43, -0.12], [-3.75, -1.32, -1.44], [-5.20, -1.02, -2.36], [-3.15, 0.27, -0.84], [-3.33, 0.48, 0.65], [-2.04, 0.09, 1.57], [-0.73, 0.23, 0.92], [-0.73, -0.38, -0.44], [-1.75, 0.53, -1.35], [-3.07, -2.80, 0.07], [-4.93, -1.00, -3.33], [-3.77, 0.99, -1.32], [-4.27, -0.12, 1.08], [-3.58, 1.63, 0.86], [-2.03, 0.85, 2.49], [-2.11, -1.00, 2.07], [-1.09, -1.51, -0.29], [0.36, -0.46, -0.89], [-1.69, 0.11, -2.44], [-1.45, 1.68, -1.27], [3.20, 0.96, 1.18], [4.28, 0.72, 1.93], [5.52, 0.17, 1.34], [6.50, -0.05, 2.03], [5.52, -0.10, -0.11], [4.44, 0.15, -0.86], [3.20, 0.70, -0.27], [2.22, 0.92, -0.96], [2.29, 1.36, 1.59], [4.30, 0.91, 3.00], [6.43, -0.50, -0.53], [4.42, -0.04, -1.93]]
}

***

[2]
{
  "formula": "C18H19F6NO4PtS5",
  "method": "wB97M-V/def2-TZVPD",
  "spin_multiplicity": 1,
  "e_lumo_ev": -8.806,
  "total_charge": 2,
  "e_homo_ev": -14.03,
  "symbols": ["Pt", "C", "C", "S", "C", "C", "S", "C", "C", "S", "H", "H", "H", "H", "H", "H", "H", "H", "H", "H", "H", "H", "F", "C", "F", "F", "S", "O", "O", "N", "S", "O", "O", "C", "F", "F", "F", "C", "C", "C", "C", "C", "C", "C", "C", "C", "C", "H", "H", "H", "H", "H", "H", "H"],
  "xyz": [[-0.42, 0.22, -0.42], [-1.40, 3.37, -0.43], [-1.22, 3.19, -1.92], [-1.40, 1.45, -2.36], [-0.06, 1.17, -3.53], [1.31, 1.45, -2.95], [1.61, 0.62, -1.34], [2.32, 1.94, -0.33], [1.34, 3.05, -0.06], [-0.24, 2.41, 0.57], [-2.38, 3.06, -0.08], [-1.27, 4.42, -0.15], [-0.28, 3.58, -2.29], [-2.03, 3.71, -2.44], [-0.22, 1.78, -4.42], [-0.17, 0.12, -3.81], [1.50, 2.52, -2.82], [2.08, 1.05, -3.61], [3.22, 2.29, -0.83], [2.62, 1.43, 0.59], [1.15, 3.66, -0.94], [1.73, 3.71, 0.72], [-4.69, -3.09, -2.11], [-4.32, -2.44, -1.03], [-5.14, -1.44, -0.77], [-4.21, -3.24, 0.00], [-2.67, -1.66, -1.41], [-2.36, -0.77, -0.22], [-2.80, -0.96, -2.65], [-1.70, -2.90, -1.43], [-0.19, -2.51, -1.57], [0.25, -1.82, -0.30], [0.19, -1.77, -2.74], [0.71, -4.14, -1.72], [0.46, -4.59, -2.93], [1.99, -3.85, -1.58], [0.31, -4.98, -0.80], [3.22, -1.18, 3.79], [3.27, -1.15, 2.37], [2.17, -0.84, 1.65], [0.94, -0.50, 2.29], [-0.28, -0.13, 1.68], [-1.44, 0.12, 2.30], [-1.47, 0.00, 3.72], [-0.35, -0.32, 4.39], [0.88, -0.57, 3.71], [2.06, -0.92, 4.43], [4.10, -1.45, 4.36], [4.18, -1.42, 1.86], [2.21, -0.92, 0.58], [-2.34, 0.42, 1.77], [-2.40, 0.18, 4.24], [-0.36, -0.39, 5.47], [2.00, -0.97, 5.51]]
}

***

[3]
{
  "formula": "C18H51B3FO12PS6",
  "method": "wB97M-V/def2-TZVPD",
  "spin_multiplicity": 1,
  "e_lumo_ev": 0.475,
  "total_charge": 0,
  "e_homo_ev": -8.68,
  "symbols": ["C", "C", "O", "P", "O", "C", "C", "B", "O", "B", "O", "B", "F", "O", "O", "C", "C", "H", "H", "H", "H", "H", "H", "H", "H", "H", "H", "H", "H", "H", "H", "H", "C", "S", "O", "C", "H", "H", "H", "H", "H", "H", "C", "S", "O", "C", "H", "H", "H", "H", "H", "H", "C", "S", "O", "C", "H", "H", "H", "H", "H", "H", "C", "S", "O", "C", "H", "H", "H", "H", "H", "H", "C", "S", "O", "C", "H", "H", "H", "H", "H", "H", "C", "S", "O", "C", "H", "H", "H", "H", "H", "H"],
  "xyz": [[3.81, -1.66, -0.70], [2.67, -2.29, -1.48], [1.44, -1.56, -1.18], [0.50, -2.23, -0.07], [1.25, -2.86, 1.01], [-0.54, -0.87, 0.50], [0.04, 0.52, 0.20], [0.02, 0.92, -1.30], [1.08, 1.68, -1.80], [1.52, 1.10, -2.97], [0.56, 0.99, -3.97], [-0.53, 0.32, -3.47], [-1.14, -0.58, -4.20], [-0.98, 0.55, -2.19], [-0.43, -3.32, -0.75], [-1.28, -2.88, -1.84], [-2.75, -3.18, -1.56], [3.91, -2.16, 0.25], [3.57, -0.62, -0.52], [4.74, -1.71, -1.25], [2.83, -2.15, -2.54], [2.55, -3.34, -1.26], [-1.55, -1.02, 0.10], [-0.64, -1.01, 1.57], [-0.59, 1.24, 0.73], [1.03, 0.62, 0.63], [2.60, 0.63, -3.11], [-0.96, -3.30, -2.78], [-1.18, -1.80, -1.94], [-2.90, -3.47, -0.53], [-3.09, -3.93, -2.26], [-3.35, -2.29, -1.72], [-0.39, 4.60, -1.11], [-1.58, 5.39, -0.03], [-2.52, 4.34, 0.42], [-2.41, 6.33, -1.31], [0.21, 3.92, -0.51], [-0.92, 4.03, -1.88], [0.26, 5.34, -1.57], [-2.80, 5.65, -2.07], [-1.71, 7.04, -1.76], [-3.23, 6.87, -0.85], [7.60, 1.48, 1.39], [7.54, -0.31, 1.28], [6.50, -0.64, 0.27], [6.77, -0.59, 2.88], [8.01, 1.85, 0.45], [6.60, 1.87, 1.54], [8.26, 1.76, 2.21], [5.82, -0.07, 2.93], [7.45, -0.25, 3.67], [6.61, -1.66, 2.99], [-5.86, 0.15, -0.74], [-7.06, -1.12, -1.16], [-6.33, -2.20, -1.87], [-7.93, -0.16, -2.41], [-5.19, -0.26, 0.00], [-5.31, 0.43, -1.64], [-6.38, 1.01, -0.32], [-7.23, 0.14, -3.19], [-8.38, 0.71, -1.94], [-8.71, -0.80, -2.83], [8.19, -1.69, -2.27], [9.77, -0.89, -1.98], [9.58, 0.56, -2.23], [10.58, -1.57, -3.44], [7.50, -1.37, -1.50], [7.82, -1.40, -3.25], [8.33, -2.78, -2.22], [10.02, -1.28, -4.33], [10.63, -2.66, -3.35], [11.58, -1.16, -3.49], [-9.18, -1.89, 1.91], [-9.22, -0.10, 2.04], [-7.83, 0.39, 1.85], [-9.56, -0.06, 3.81], [-8.94, -2.14, 0.88], [-8.42, -2.29, 2.58], [-10.16, -2.29, 2.17], [-8.77, -0.58, 4.34], [-10.53, -0.52, 4.00], [-9.59, 0.99, 4.12], [-0.49, 1.98, 4.33], [0.66, 1.05, 5.36], [1.89, 0.84, 4.56], [-0.27, -0.49, 5.31], [-0.07, 2.98, 4.19], [-0.59, 1.49, 3.37], [-1.45, 2.06, 4.83], [-0.39, -0.81, 4.28], [-1.24, -0.34, 5.79], [0.29, -1.23, 5.87]]
}

***

Record order is preserved below.
Energy above the lowest of the compared OMol25 structures with the same formula, charge and spin: 156.4, 34.0, 7.6 kcal per mole
Record order is preserved below.
Frontier orbital gap: 8.70, 5.22, 9.16 eV